No. 1
A structure of composition C23H41Cl2N5NbO4, computed with wB97M-V/def2-TZVPD.

Last column: Löwdin charge in e.
Atoms and positions in Å:
C: -4.120 8.283 -1.666  0.03
C: -3.386 7.313 -1.716  -0.33
C: -2.591 6.081 -1.948  -0.41
Nb: -3.954 4.292 -2.448  1.37
C: -2.430 3.300 -3.850  -0.78
Cl: -0.756 3.955 -3.937  0.46
C: -2.668 2.233 -4.618  -0.84
C: -3.989 1.502 -4.675  -0.18
Cl: -1.389 1.540 -5.648  0.54
C: -3.090 3.015 -0.751  -0.32
C: -3.855 2.174 0.065  -0.14
C: -3.212 1.426 1.023  -0.20
N: -1.913 1.404 1.263  0.05
C: -1.215 2.227 0.498  -0.19
C: -1.712 3.033 -0.500  -0.15
H: -4.785 9.086 -1.458  -0.01
H: -1.916 6.328 -2.776  0.01
H: -2.060 5.912 -1.001  0.04
H: -5.301 3.124 -2.793  -0.13
H: -4.659 5.353 -3.767  -0.14
H: -5.115 5.044 -1.253  -0.11
H: -4.664 1.998 -5.379  0.08
H: -3.784 0.513 -5.110  0.05
H: -4.437 1.321 -3.700  0.03
H: -4.929 2.114 -0.069  0.07
H: -3.834 0.783 1.652  0.09
H: -0.137 2.265 0.674  0.09
H: -1.024 3.656 -1.063  0.05
C: 2.728 6.509 0.427  -0.01
C: 2.236 5.177 -0.087  -0.56
O: 1.879 4.285 0.667  0.02
N: 2.202 4.996 -1.432  0.01
C: 2.583 5.926 -2.478  -0.08
H: 2.696 6.500 1.513  0.08
H: 3.757 6.682 0.110  0.08
H: 2.087 7.315 0.067  0.08
H: 1.862 4.086 -1.705  0.13
H: 1.718 6.104 -3.118  0.08
H: 3.377 5.471 -3.074  0.08
H: 2.933 6.872 -2.077  0.07
C: -3.813 -3.438 2.842  -0.02
C: -3.007 -2.160 2.864  -0.56
O: -3.375 -1.164 3.459  0.03
N: -1.829 -2.138 2.186  0.02
C: -1.205 -3.198 1.421  -0.07
H: -4.719 -3.292 3.424  0.08
H: -4.095 -3.692 1.819  0.08
H: -3.243 -4.256 3.285  0.08
H: -1.356 -1.245 2.244  0.13
H: -0.225 -3.405 1.852  0.06
H: -1.077 -2.855 0.392  0.09
H: -1.798 -4.107 1.427  0.07
C: 2.302 -2.298 2.159  -0.01
C: 2.976 -3.557 2.640  -0.54
O: 3.025 -4.572 1.957  0.02
N: 3.538 -3.537 3.876  0.01
C: 3.582 -2.440 4.826  -0.07
H: 1.903 -2.464 1.163  0.08
H: 1.479 -2.035 2.825  0.08
H: 3.020 -1.479 2.110  0.09
H: 3.970 -4.410 4.134  0.14
H: 4.624 -2.200 5.045  0.08
H: 3.092 -2.749 5.750  0.08
H: 3.086 -1.556 4.439  0.08
C: 4.555 -9.393 -1.284  -0.02
C: 4.932 -9.136 0.155  -0.56
O: 5.766 -9.815 0.737  0.01
N: 4.310 -8.114 0.794  0.01
C: 3.301 -7.203 0.277  -0.08
H: 5.133 -10.235 -1.654  0.08
H: 3.495 -9.638 -1.361  0.08
H: 4.779 -8.520 -1.898  0.08
H: 4.609 -7.999 1.749  0.14
H: 3.675 -6.185 0.355  0.06
H: 2.402 -7.292 0.887  0.08
H: 3.056 -7.419 -0.758  0.07

For the electronic energy, the calculation gives -2452.88228 a.u. As for the HOMO energy: -5.17 eV. As for the frontier orbital gap: 6.8 eV. Its spin multiplicity is 1. The value obtained for the LUMO energy is 1.66 eV. As for the total charge: -1.

=====

No. 2
A structure of composition C23H41F5LuOP2Te, computed with wB97M-V/def2-TZVPD.

Last column: Löwdin charge in e.
Atoms and positions in Å:
Lu: 0.709 1.615 0.041  1.41
C: 1.327 3.185 -1.806  -0.33
C: -0.086 3.308 -1.548  -0.36
C: 1.053 4.261 0.229  -0.29
C: 2.022 3.788 -0.710  -0.29
C: -0.249 3.948 -0.273  -0.33
C: 1.969 2.612 -3.021  -0.05
H: 1.341 1.841 -3.484  0.07
H: 2.934 2.154 -2.770  0.08
H: 2.165 3.376 -3.787  0.10
C: 3.485 4.012 -0.616  -0.02
H: 4.014 3.468 -1.402  0.08
H: 3.873 3.666 0.349  0.06
H: 3.735 5.081 -0.716  0.10
C: 1.335 5.067 1.437  -0.02
H: 1.691 6.078 1.169  0.11
H: 2.108 4.591 2.055  0.06
H: 0.433 5.182 2.047  0.08
C: -1.524 4.352 0.376  -0.05
H: -1.810 5.380 0.110  0.10
H: -1.430 4.316 1.468  0.07
H: -2.352 3.696 0.086  0.07
C: -1.193 2.891 -2.450  -0.05
H: -1.524 3.708 -3.112  0.10
H: -2.072 2.575 -1.869  0.07
H: -0.888 2.054 -3.097  0.06
C: -0.242 -4.487 -0.564  -0.12
C: -0.661 -4.269 -1.823  -0.14
C: -2.065 -4.466 -2.305  -0.17
C: -3.178 -4.227 -1.241  -0.18
C: -2.971 -3.079 -0.308  -0.11
C: -2.515 -3.237 0.957  -0.16
C: -1.851 -4.469 1.469  -0.17
C: -1.014 -5.283 0.440  -0.17
H: -2.209 -5.489 -2.696  0.13
H: -3.323 -5.148 -0.665  0.11
H: -2.232 -3.789 -3.157  0.11
H: -1.671 -5.994 -0.077  0.11
H: 0.788 -4.269 -0.281  0.08
H: 0.073 -4.084 -2.622  0.12
H: -0.292 -5.876 1.025  0.12
H: -1.191 -4.178 2.301  0.11
H: -2.717 -2.502 1.748  0.09
H: -2.598 -5.161 1.897  0.13
H: -4.109 -4.042 -1.801  0.12
H: -3.327 -2.115 -0.686  0.10
P: 1.098 -0.965 -0.544  0.77
C: 2.462 -2.120 -0.352  -0.24
C: 0.168 -1.232 -2.088  -0.25
P: -1.099 0.185 1.441  0.78
C: -0.140 -1.322 0.819  -0.48
C: -2.806 0.069 0.827  -0.26
C: -1.176 0.007 3.240  -0.24
H: 3.072 -1.770 0.494  0.04
H: 3.072 -2.088 -1.265  0.07
H: 2.140 -3.146 -0.155  0.03
H: -0.385 -2.178 -2.046  0.00
H: 0.884 -1.268 -2.922  0.06
H: -0.560 -0.425 -2.295  0.04
H: -1.420 -1.024 3.535  0.06
H: -1.948 0.698 3.614  0.06
H: -0.207 0.304 3.672  0.03
H: 0.385 -1.784 1.672  0.08
H: -0.847 -2.051 0.396  0.00
H: -3.424 0.773 1.403  0.06
H: -3.229 -0.935 0.917  0.00
H: -2.838 0.365 -0.233  0.04
F: 3.160 -0.497 2.450  -0.38
Te: 3.315 1.387 2.830  1.95
F: 3.438 3.282 3.069  -0.35
F: 4.580 1.562 1.404  -0.36
F: 1.860 1.340 4.078  -0.36
F: 4.703 1.137 4.178  -0.33
O: 1.982 1.659 1.541  -0.74

For the electronic energy, the calculation gives -3661.62187 a.u. As for the HOMO energy: -10.49 eV. As for the frontier orbital gap: 5.5 eV. Its spin multiplicity is 1. The value obtained for the LUMO energy is -5.01 eV. As for the total charge: +1.

=====

No. 3
A structure of composition C23H41F5OP2PdTe, computed with wB97M-V/def2-TZVPD.

Last column: Mulliken spin population.
Atoms and positions in Å:
Pd: -0.941 -1.372 0.507  1.11
C: -1.307 1.791 1.641  0.24
C: -1.984 1.096 0.637  0.15
C: -2.264 -0.035 2.696  0.15
C: -1.455 1.084 2.888  0.26
C: -2.568 -0.110 1.248  0.77
C: -0.586 3.078 1.482  -0.01
H: -0.667 3.460 0.459  -0.01
H: 0.479 2.952 1.722  0.03
H: -0.975 3.864 2.145  0.02
C: -0.891 1.550 4.172  0.00
H: 0.098 1.996 4.029  0.01
H: -0.791 0.719 4.868  0.00
H: -1.526 2.306 4.652  0.03
C: -2.795 -0.909 3.756  0.01
H: -3.420 -0.326 4.444  0.02
H: -2.000 -1.387 4.341  0.02
H: -3.435 -1.685 3.337  -0.01
C: -3.779 -0.774 0.717  0.05
H: -4.698 -0.241 1.007  0.05
H: -3.825 -1.804 1.098  0.00
H: -3.718 -0.796 -0.378  0.00
C: -2.267 1.581 -0.731  0.05
H: -3.020 0.986 -1.257  -0.01
H: -1.368 1.595 -1.357  0.01
H: -2.634 2.616 -0.680  0.02
C: 2.967 2.338 0.242  0.00
C: 2.887 3.637 -0.091  0.00
C: 2.422 4.151 -1.423  0.00
C: 3.024 3.426 -2.676  0.00
C: 2.009 2.606 -3.424  0.01
C: 1.186 1.740 -2.821  0.00
C: 1.207 1.459 -1.335  -0.08
C: 2.591 1.216 -0.699  0.01
H: 2.673 5.224 -1.487  0.00
H: 3.926 2.845 -2.400  0.00
H: 1.315 4.106 -1.479  0.00
H: 3.353 1.037 -1.478  0.00
H: 3.314 2.027 1.234  0.00
H: 3.120 4.412 0.651  0.00
H: 2.542 0.300 -0.081  -0.01
H: 0.716 2.267 -0.772  0.00
H: 0.379 1.206 -3.358  0.00
H: 0.599 0.558 -1.109  0.09
H: 3.356 4.220 -3.370  0.00
H: 2.000 2.690 -4.520  0.00
P: 0.897 -1.841 -1.449  0.35
C: 2.675 -2.261 -1.467  0.07
C: 0.722 -1.633 -3.274  0.06
P: -1.570 -2.953 -0.804  0.26
C: 0.155 -3.501 -1.136  0.00
C: -2.397 -2.473 -2.354  0.05
C: -2.308 -4.485 -0.226  0.03
H: 2.930 -2.702 -0.503  0.00
H: 3.251 -1.337 -1.607  -0.01
H: 2.886 -2.962 -2.285  0.02
H: 1.081 -2.534 -3.789  0.01
H: 1.342 -0.786 -3.592  0.00
H: -0.308 -1.427 -3.577  0.00
H: -1.968 -5.293 -0.892  0.02
H: -3.402 -4.396 -0.249  0.00
H: -1.975 -4.668 0.804  0.00
H: 0.561 -3.849 -0.167  0.00
H: 0.236 -4.240 -1.944  0.01
H: -3.378 -2.969 -2.386  0.00
H: -1.817 -2.756 -3.240  0.02
H: -2.588 -1.391 -2.397  -0.02
F: 3.028 -0.768 3.532  0.00
Te: 1.617 -1.810 2.798  -0.01
F: 2.799 -2.087 1.333  0.00
F: 0.574 -1.365 4.347  0.00
F: 2.342 -3.382 3.583  0.00
F: 1.149 -0.145 1.921  0.02
O: 0.219 -2.686 1.974  0.14

For the electronic energy, the calculation gives -2553.43414 a.u. As for the HOMO energy (alpha / beta): -13.80 / -13.80 eV. As for the frontier orbital gap (alpha / beta): 7.2 / 4.0 eV. Its spin multiplicity is 5. The relative energy (zero: lowest compared OMol25 entry of this formula, charge and spin) is 0.0 kJ/mol. The value obtained for the LUMO energy (alpha / beta) is -6.60 / -9.81 eV. As for the expectation value of S²: 6.015. As for the total charge: +2.